(1)
ORCA calculation (wB97M-V/def2-TZVPD) on a cluster of 2 separate species, C2H3NS in total at a distorted geometry.

Properties
- Orbital gap: 0.3238 Ha
- Energy above the lowest of the compared OMol25 structures with the same formula, charge and spin: 3.659 eV
- E_LUMO: -0.54 eV
- Calculated total energy: -14443.810 eV

CARTESIAN COORDINATES (ANGSTROEM)
C -0.92879 0.51130 -2.10141
C 0.52391 0.57476 0.69212
N -0.42913 -0.11928 -2.89297
S 0.64984 0.36036 2.32271
H -0.57373 0.11484 2.69880
H -1.40314 1.27912 -1.36638
H 1.49534 1.04233 0.45528

(2)
ORCA calculation (wB97M-V/def2-TZVPD) on a structure of composition C43H37N3O6PS2SeSr.

Properties
- Spin multiplicity: 2
- Orbital gap (spin up / spin down): 0.1791 / 0.2272 Ha
- Energy above the lowest of the compared OMol25 structures with the same formula, charge and spin: 0.000 eV
- Net charge: -2
- E_LUMO (spin up / spin down): 3.98 / 3.98 eV
- Calculated total energy: -159092.086 eV

CARTESIAN COORDINATES (ANGSTROEM)
Sr 0.71469 -0.68397 -1.08844
O -0.81605 0.27817 -5.29534
C -0.51103 0.26881 -3.94643
O -0.34355 -0.85394 -3.39875
C -0.44537 1.52693 -3.31554
C -0.57488 2.75942 -4.01264
C -0.44999 3.92573 -3.31041
C -0.21515 3.90252 -1.92272
C -0.13706 2.66494 -1.29500
N -0.24404 1.51168 -1.94417
C -0.03755 2.65429 0.24211
O 0.78252 3.68650 0.60559
O 0.56592 1.36363 0.63337
H -0.68232 -0.64052 -5.56026
H -0.74857 2.75195 -5.07942
H -0.53003 4.87677 -3.82559
H -0.10697 4.80238 -1.33980
H 0.65111 3.74437 1.66855
C 4.75708 2.55656 3.62276
C 3.87319 1.96889 4.51896
C 2.64327 1.50811 4.07486
C 2.28580 1.62241 2.73507
C 3.16986 2.21706 1.84167
C 4.40060 2.67843 2.28613
P 0.66777 0.90649 2.24663
C 1.34854 -0.80096 1.96980
C 0.58547 -1.83902 2.50489
C 1.05334 -3.14675 2.50312
C 2.29092 -3.43513 1.95211
C 3.06851 -2.41636 1.41351
C 2.60638 -1.10974 1.43351
C -0.44353 3.67748 2.96204
C -0.68885 4.11731 4.24507
C -1.98427 4.15845 4.81546
C -3.07514 3.76115 4.09457
C -2.91024 3.29639 2.76661
C -4.01616 2.86745 1.99189
C -3.83524 2.41927 0.71829
C -2.54113 2.37298 0.15801
C -1.44204 2.75394 0.87941
C -1.59813 3.25175 2.22065
H 5.71884 2.91993 3.96589
H 4.14015 1.87399 5.56528
H 1.94928 1.05581 4.77678
H 2.89610 2.31517 0.79848
H 5.08445 3.13157 1.57844
H -0.39307 -1.61362 2.91174
H 0.43824 -3.94155 2.90825
H 2.64999 -4.45638 1.92251
H 4.03582 -2.63849 0.97927
H 3.22972 -0.31935 1.02924
H 0.14134 4.44484 4.87018
H -2.11770 4.51872 5.83338
H -4.07251 3.79118 4.52359
H -5.00975 2.89425 2.43042
H -4.68129 2.07347 0.13547
H -2.42220 2.01611 -0.85613
O -0.93472 -2.11209 0.03275
N -1.39345 -3.31605 -0.19751
C -2.62202 -3.61446 0.28500
C -3.18352 -4.85200 0.11560
C -2.45195 -5.82114 -0.57681
C -1.20971 -5.50400 -1.06268
C -0.62867 -4.22677 -0.89265
S 0.90708 -3.81279 -1.48796
H -3.10830 -2.77844 0.76651
H -4.17267 -5.04057 0.50679
H -2.86000 -6.81214 -0.73458
H -0.61688 -6.22609 -1.60586
O -4.29743 -0.98651 -0.59294
S -3.16892 -0.65133 -1.52550
C -3.11568 -2.04183 -2.72071
C -3.80080 -1.60371 -4.01789
C -4.72924 -0.44043 -3.66860
C -3.88728 0.45361 -2.77297
H -3.66065 -2.82718 -2.19616
H -2.07742 -2.33576 -2.86394
H -4.33418 -2.43546 -4.48298
H -3.04401 -1.25379 -4.72344
H -5.59679 -0.79861 -3.10851
H -5.08532 0.08669 -4.55621
H -4.43105 1.22550 -2.22964
H -3.05405 0.90621 -3.31840
Se 3.61394 0.24427 -2.03998
C 4.64807 -1.22093 -1.43840
C 5.73060 -1.05550 -0.56513
C 6.44754 -2.15701 -0.13291
N 6.18504 -3.41841 -0.48416
C 5.14847 -3.57696 -1.31360
C 4.37353 -2.54358 -1.80805
H 5.99513 -0.06404 -0.21891
H 7.28248 -2.01881 0.54963
H 4.91491 -4.59989 -1.59463
H 3.54282 -2.76147 -2.46745

(3)
ORCA calculation (wB97M-V/def2-TZVPD) on a structure of composition C16H28Cl24FGaN3O at a distorted geometry.

Properties
- Orbital gap: 0.2446 Ha
- Net charge: -1
- E_LUMO: 1.58 eV
- Calculated total energy: -379192.060 eV

CARTESIAN COORDINATES (ANGSTROEM)
N -1.05184 2.74394 -3.91615
C -0.78843 3.43933 -2.74766
N 0.06195 4.72468 -2.72873
N -1.30800 2.92162 -1.40138
C -0.09189 2.48670 -0.55863
C -0.49727 1.35121 0.55125
C -0.37112 1.82769 2.11526
C 1.06687 2.49562 2.52787
Ga 2.73635 1.42206 1.95137
O 4.23411 2.24902 2.85957
C 3.16646 1.56178 -0.08782
C 2.84991 0.19425 -0.93454
C 3.89565 -1.02358 -0.49790
F 3.61424 -2.19835 -1.35676
H -1.61534 1.88950 -3.69521
H 0.16111 5.03735 -1.73620
H 1.02306 4.37968 -3.01841
H -1.89668 2.06879 -1.53923
H 0.62976 1.94679 -1.34149
H 0.51244 3.39911 -0.14465
H -1.64841 1.07819 0.38654
H 0.08748 0.34468 0.41966
H -0.65572 0.93351 2.85282
H -1.20501 2.65461 2.31034
H 1.16033 3.60981 2.16731
H 1.09215 2.54259 3.71945
H 2.70014 -0.13820 2.33945
H 4.24919 3.17313 2.43471
H 2.69860 2.54644 -0.57111
H 4.34650 1.72722 -0.15229
H 3.10696 0.42862 -2.07398
H 1.73502 -0.16084 -0.91390
H 4.97778 -0.60841 -0.78185
H 3.85453 -1.26811 0.65498
C 0.29051 -2.16846 2.04866
Cl 1.63793 -2.29394 0.90494
Cl -0.76133 -3.58926 1.92920
Cl 0.89478 -1.97907 3.70349
H -0.29677 -1.28278 1.79306
C -0.56421 -5.44275 5.54202
Cl -0.00846 -5.79397 7.18737
Cl 0.09464 -6.62388 4.39738
Cl -2.33467 -5.42998 5.47285
H -0.20144 -4.45092 5.26040
C -2.71630 -1.30553 -3.13536
Cl -1.10238 -1.69709 -2.51786
Cl -3.34601 0.15261 -2.35010
Cl -2.67556 -1.09665 -4.89438
H -3.38527 -2.13804 -2.90286
C -6.02537 -3.44685 4.33021
Cl -5.67938 -3.79225 2.62716
Cl -5.74310 -4.88462 5.32643
Cl -5.03983 -2.09013 4.90247
H -7.07866 -3.16846 4.41801
C -7.09659 -1.49914 -0.38929
Cl -6.90832 -1.44627 1.37171
Cl -5.62074 -0.93348 -1.19004
Cl -7.50424 -3.13900 -0.92237
H -7.91673 -0.83259 -0.66808
C 5.09071 3.33313 -2.81670
Cl 5.90192 3.84232 -4.30735
Cl 3.33651 3.53505 -2.96285
Cl 5.49351 1.65094 -2.43269
H 5.44334 3.96692 -1.99902
C -4.66751 2.29217 -5.76054
Cl -5.37965 3.69349 -6.57818
Cl -5.79377 1.63219 -4.56251
Cl -4.21338 1.04903 -6.93861
H -3.76397 2.61970 -5.23997
C 6.97994 -3.46573 0.75487
Cl 7.54252 -1.80740 0.48504
Cl 7.89178 -4.22577 2.07025
Cl 5.24408 -3.48376 1.10971
H 7.15054 -4.04024 -0.15918

(4)
ORCA calculation (wB97M-V/def2-TZVPD) on a structure of composition C30H34CdF4N4O3S.

Properties
- Orbital gap: 0.2869 Ha
- Energy above the lowest of the compared OMol25 structures with the same formula, charge and spin: 0.000 eV
- E_LUMO: 0.06 eV
- Calculated total energy: -70035.092 eV

CARTESIAN COORDINATES (ANGSTROEM)
Cd 0.49205 -0.05547 0.58628
C 0.62992 -2.32469 3.14307
N 0.28838 -0.91052 2.97037
C 1.26915 -0.07720 3.66474
C -1.08608 -0.58527 3.40335
C -1.91869 0.14038 2.32984
N -1.05302 1.02698 1.57200
C -1.45223 2.24746 1.12003
C -0.46204 3.17750 0.74479
F 0.83593 2.81475 0.88589
C -0.74224 4.43102 0.26521
F 0.28196 5.23801 -0.05909
C -2.04468 4.87588 0.12701
C -3.03458 3.99259 0.49639
F -4.32086 4.35740 0.38297
C -2.76145 2.72139 0.96843
F -3.80576 1.90975 1.23971
H 0.56822 -2.63082 4.19656
H -0.03914 -2.95184 2.55649
H 1.64345 -2.49563 2.78183
H 1.28404 -0.28451 4.74314
H 2.26430 -0.27700 3.26321
H 1.02797 0.97418 3.51188
H -1.60190 -1.49863 3.70928
H -1.03060 0.05805 4.28439
H -2.42239 -0.59096 1.68442
H -2.70891 0.68381 2.84504
H -2.27262 5.86647 -0.23913
N 0.40181 -1.63697 -2.95370
C -0.07580 -2.92515 -2.98707
C 0.03313 -3.71926 -4.10727
C -0.52102 -5.01074 -4.15217
C -1.19674 -5.52212 -3.08196
C -1.32777 -4.73805 -1.91115
C -2.02608 -5.20916 -0.77397
C -2.14258 -4.41740 0.32510
C -1.53967 -3.14391 0.29991
N -0.86570 -2.66508 -0.71314
C -0.76155 -3.44309 -1.83910
H 1.12694 -1.40664 -3.61093
H 0.56311 -1.27783 -2.02849
H 0.55561 -3.32690 -4.97330
H -0.41263 -5.59851 -5.05569
H -1.63554 -6.51230 -3.10986
H -2.46595 -6.19988 -0.80185
H -2.67646 -4.74253 1.20835
H -1.62844 -2.50083 1.17050
O 8.45076 1.68951 -0.30314
C 7.44962 1.86358 0.59237
O 7.58109 2.66293 1.47441
C 6.21944 1.03119 0.40665
C 6.16278 -0.10113 -0.40021
C 4.99034 -0.82950 -0.52539
C 3.83462 -0.44578 0.16016
S 2.39220 -1.44851 -0.01644
C 3.90673 0.68491 0.98039
C 5.07783 1.40899 1.10208
H 8.17533 1.07819 -0.99528
H 7.03808 -0.45881 -0.93265
H 4.95973 -1.71092 -1.15498
H 3.03078 1.00209 1.53338
H 5.12991 2.28272 1.74066
C -2.27360 0.33608 -1.63100
C -1.36637 1.43180 -2.13024
O -0.01980 1.23411 -1.67735
C 0.84822 2.19415 -2.27566
C 2.27778 1.85456 -1.95090
H -3.29638 0.54687 -1.94986
H -2.27120 0.28192 -0.54053
H -1.97193 -0.63009 -2.03261
H -1.71138 2.41498 -1.79155
H -1.35716 1.43781 -3.22474
H 0.59235 3.19536 -1.91662
H 0.68272 2.17739 -3.35764
H 2.45355 1.89982 -0.87762
H 2.94560 2.57684 -2.42531
H 2.53840 0.85406 -2.30292